Entry from the Open Molecules 2025 dataset: a molecular structure, C7H20CaN4P at a distorted geometry (ωB97M-V with the def2-TZVPD basis set).

Cartesian coordinates (Å):
1 H -2.241 2.181 -1.512
2 H 1.592 -0.326 3.571
3 C 1.331 0.465 0.311
4 H -0.713 -0.668 3.856
5 H 0.792 -1.439 -4.574
6 H 2.450 -1.046 2.123
7 N 1.280 0.674 1.759
8 H -2.307 -0.696 0.639
9 H -1.864 2.894 -3.099
10 H -0.217 2.130 1.536
11 H 2.306 0.025 0.057
12 H 1.247 1.443 -0.204
13 C 0.341 -2.117 0.999
14 P -0.023 -0.727 -0.202
15 H -1.718 0.246 -3.779
16 H -1.817 0.951 0.139
17 H 1.291 -2.593 0.702
18 H -0.727 3.115 -1.738
19 Ca 0.008 0.661 -2.630
20 N 0.435 -1.587 2.370
21 C -0.012 1.265 2.182
22 H -1.648 -1.648 2.627
23 N -1.149 0.319 2.061
24 C 1.526 -0.586 2.506
25 H 2.139 -1.065 -3.733
26 H -0.345 1.283 -4.641
27 H -0.478 -2.858 0.929
28 H 0.084 1.536 3.245
29 H 1.068 -2.134 -3.115
30 C -1.484 0.040 0.662
31 N 1.126 -1.233 -3.630
32 C -0.833 -0.928 2.797
33 C -1.439 2.423 -2.215

Summary:
**Lowest unoccupied orbital energy (spin up / spin down)**: 2.40 / 2.40 eV
**Multiplicity**: 1
**E_HOMO (spin up / spin down)**: -0.68 / -0.69 eV
**Molar mass**: 231.32 g mol⁻¹
**Energy above the lowest of the compared OMol25 structures with the same formula, charge and spin**: 1.314 eV
**HOMO-LUMO gap (spin up / spin down)**: 0.1134 / 0.1134 Ha
**Maximum force**: 2.38 eV/A
**Net charge**: -1